Molecular formula: C39H65N9O12
Method: DFT, ωB97M-V with the def2-TZVPD basis set

The geometry in XYZ format:
```
125
Properties=species:S:1:pos:R:3:forces:R:3
O 11.37505 15.70184 20.47961 -0.31 -1.12 0.22
C 11.41715 15.02467 19.49289 -0.34 0.52 0.28
O 11.98129 15.51452 18.38538 -0.23 -0.84 -1.08
C 12.03156 14.44861 17.38018 -0.57 0.43 0.77
C 10.86688 13.50655 17.85852 2.54 0.22 1.14
O 10.90455 13.75971 19.29849 0.54 0.94 0.13
H 11.82677 14.87621 16.41166 0.09 0.11 -0.24
H 13.09106 14.12808 17.44781 -1.00 -0.73 -0.40
H 11.08811 12.45746 17.68042 -0.15 0.06 0.25
H 9.87292 13.76055 17.58345 -0.64 0.41 -0.96
O 12.21707 13.65673 13.49573 -0.21 0.27 -0.06
C 11.97109 12.59732 13.98495 0.70 0.69 -0.27
O 11.62640 12.38517 15.23208 -0.31 2.89 1.82
C 11.53884 11.07436 15.57274 0.37 -3.35 -0.27
C 11.56333 10.36417 14.17847 -0.81 1.51 0.85
O 12.07366 11.44962 13.38140 -0.08 -1.69 -2.10
H 12.36304 10.70349 16.21809 -0.16 0.61 -0.31
H 10.63696 10.87915 16.11594 -0.61 -0.04 0.21
H 10.55249 10.07759 13.84631 0.50 0.16 0.00
H 12.28295 9.60070 14.09360 0.61 -1.20 -0.01
C 10.08883 8.16672 11.89440 -1.26 -1.87 0.43
N 9.64216 7.38093 13.10090 0.19 -0.30 -0.49
C 8.20115 7.27798 13.33154 0.33 1.00 1.44
C 10.47623 6.85805 14.04954 1.21 1.91 -1.89
O 10.14716 6.33766 15.07742 -0.69 -0.86 1.03
H 11.15014 8.34240 11.94888 0.24 0.61 0.19
H 9.40770 9.01738 11.80962 0.67 0.38 0.14
H 9.92334 7.58398 10.96287 0.03 0.09 0.54
H 7.93349 6.33541 13.86694 0.21 0.81 -0.64
H 7.91556 8.16728 13.95851 0.00 -0.89 -0.12
H 7.67408 7.45717 12.41667 -0.28 -0.50 -0.66
H 11.55922 7.07536 13.81812 -0.57 -0.30 -0.08
C 13.20507 15.61637 9.93784 0.79 -0.35 0.22
N 11.96427 15.70323 10.67646 1.62 1.21 0.42
C 11.71777 16.85385 11.49728 -1.19 0.38 -0.37
C 11.20633 14.62510 10.81471 0.37 -1.28 -1.39
O 10.23594 14.49359 11.50673 -1.30 0.24 0.98
H 14.09082 15.99988 10.51837 -0.96 -0.43 -0.26
H 13.23717 16.12984 8.96234 -0.42 -0.09 0.34
H 13.30439 14.53970 9.79897 0.71 0.11 -0.52
H 10.73225 16.62917 11.89958 -0.06 0.43 0.44
H 12.41480 17.05410 12.33334 -0.19 -0.22 -0.87
H 11.59012 17.69105 10.79643 0.34 0.26 0.59
H 11.52449 13.83224 10.11221 0.05 -0.18 0.17
C 15.71327 17.34522 15.39933 -1.42 -0.56 -0.12
N 14.78694 16.16245 15.24292 -0.64 3.30 -1.61
C 13.72898 16.22042 14.13649 1.37 0.56 1.45
C 15.14552 15.00491 15.75249 -0.15 -1.20 -0.31
O 14.57623 13.98842 15.38382 0.43 -0.85 0.77
H 15.25389 18.33256 15.62496 -0.37 -0.94 -0.08
H 16.31133 17.50450 14.50116 0.23 -0.31 0.12
H 16.26948 17.05115 16.26453 0.95 0.29 0.29
H 13.68657 17.28084 13.90644 -0.42 0.10 0.12
H 14.04978 15.72899 13.24132 0.51 -0.60 -0.40
H 12.76261 15.77744 14.38249 0.31 0.18 0.41
H 15.98429 15.04150 16.49557 -0.48 -0.09 -0.34
C 14.53705 12.29941 19.41502 1.10 -1.86 0.18
N 14.19584 11.17175 20.31378 0.03 0.20 -0.23
C 13.18118 11.51043 21.28674 -0.79 -1.64 0.36
C 14.50052 9.87589 20.10484 0.03 0.09 -1.00
O 13.93141 8.92679 20.61720 0.36 0.07 0.22
H 15.18370 12.99639 19.96227 -0.26 0.09 -0.31
H 13.59726 12.73086 19.12677 -0.26 0.48 -0.29
H 15.07435 11.89469 18.51842 -0.45 0.49 0.71
H 13.07089 10.68347 22.03156 0.46 0.72 -0.51
H 13.51830 12.40871 21.76537 -0.39 0.61 0.36
H 12.17920 11.56137 20.81558 0.51 0.59 0.11
H 15.31044 9.72583 19.34222 -0.32 0.22 0.53
C 11.82990 6.75602 20.01964 -2.47 0.85 -1.62
N 11.35071 7.85917 19.08416 0.68 -0.62 0.48
C 11.32323 7.41782 17.66868 -0.31 -0.33 1.29
C 11.26105 9.18254 19.44783 0.24 -2.14 -0.50
O 11.22867 10.08589 18.64915 -0.11 1.16 -0.89
H 11.20045 5.87596 19.75760 0.55 0.41 0.28
H 11.62553 7.01502 21.03939 0.12 0.29 0.50
H 12.85647 6.54766 19.84848 0.94 -0.09 -0.03
H 12.27769 7.12856 17.26707 0.89 0.38 -0.07
H 10.78391 6.48146 17.63725 -0.47 -0.15 0.03
H 10.82184 8.09400 17.01030 -0.17 0.62 -0.12
H 11.16804 9.37466 20.50898 0.13 -0.28 0.60
C 15.61161 9.10899 16.65166 -0.74 0.36 -0.78
N 15.21612 9.17154 15.20802 -0.57 0.74 1.52
C 15.04612 10.49306 14.55456 1.63 -0.86 1.23
C 14.70938 8.06656 14.63187 0.82 -0.18 -2.17
O 14.21147 8.02486 13.49594 0.01 0.12 1.48
H 16.43741 9.77575 16.81031 0.30 0.59 0.07
H 15.99800 8.13902 16.87209 0.15 -0.87 0.00
H 14.81613 9.30956 17.41320 0.27 0.07 -1.07
H 16.01517 10.86763 14.21289 0.02 0.05 0.33
H 14.48170 10.36156 13.69790 -1.28 -0.33 -1.62
H 14.57880 11.20778 15.19824 -0.20 0.46 0.53
H 15.02958 7.14405 15.13906 -0.56 -0.04 0.34
C 7.51143 11.63063 10.32375 -0.66 -0.60 -0.23
C 8.89162 11.77346 10.47866 -0.80 0.89 1.16
C 9.74359 11.02812 9.73664 -0.07 -1.22 -1.28
N 9.34709 10.06369 8.86214 -0.87 0.43 0.27
C 8.02901 9.88816 8.75129 -1.65 -0.72 0.45
C 7.01919 10.63552 9.46998 2.54 -0.02 -0.41
H 6.84963 12.28154 10.89774 0.07 -0.28 -0.10
H 9.26956 12.45989 11.24544 -0.08 -0.14 -0.75
H 10.79613 11.18383 9.80134 0.69 -0.05 0.11
H 7.61925 9.01174 8.13793 1.03 1.35 0.60
H 5.98323 10.38554 9.31987 -0.17 0.18 0.05
C 6.71642 13.94635 14.81830 -0.60 -1.10 0.84
C 7.80746 14.11566 13.98332 0.36 -0.93 -0.42
C 8.67650 13.02858 13.77552 -0.56 -0.09 0.23
N 8.53839 11.83191 14.33898 0.69 0.29 -0.35
C 7.57262 11.70466 15.21163 -1.46 0.41 2.02
C 6.62375 12.69414 15.52883 0.65 1.18 -0.94
H 5.93669 14.73576 14.90807 0.79 -0.68 0.17
H 8.00348 15.00060 13.40274 -0.11 0.29 0.06
H 9.51664 13.06416 13.12233 0.34 0.70 -0.47
H 7.58924 10.81872 15.84747 -0.18 -0.19 -0.41
H 5.90987 12.52480 16.34250 0.15 0.07 -0.58
C 13.28115 9.09872 9.38862 -0.10 -0.90 0.53
C 13.06993 9.57974 8.11308 0.14 -0.45 0.16
C 13.11481 10.93873 7.90057 0.58 0.40 -0.22
N 13.40442 11.79569 8.85298 -0.50 1.68 1.65
C 13.50344 11.38256 10.13145 0.30 -1.36 -1.76
C 13.48902 10.02355 10.39679 -0.06 0.32 0.99
H 13.25910 8.00495 9.63212 0.11 1.17 -0.39
H 12.96826 8.90247 7.30183 -0.37 -0.40 -0.61
H 13.01377 11.42060 6.93325 -0.11 -0.47 -0.19
H 13.67155 12.05753 10.94935 0.03 0.62 -0.04
H 13.66144 9.76006 11.42961 -0.09 -0.53 0.09
```
Positions in Å, forces in eV/Å.

The molar mass is 852.0 g/mol. Its spin multiplicity is 1. As for the SMILES: O=C1OCCO1.O=C1OCCO1.CN(C)C=O.CN(C)C=O.CN(C)C=O.CN(C)C=O.CN(C)C=O.CN(C)C=O.c1ccncc1.c1ccncc1.c1ccncc1. The calculation puts the orbital gap at 9.50 eV. Its HOMO energy is -9.0 eV. The calculated total energy is -79476.2968 eV.